A molecular structure, C15H22N2O4 at a distorted geometry, computed with ωB97M-V/def2-TZVPD.

E_LUMO = -2.020 eV
strongest force on any atom = 0.3212 hartree/bohr
net charge = 0
relative energy (zero: lowest compared OMol25 entry of this formula, charge and spin) = 1763.30 kJ/mol

Each line ends with the natural charge from an NBO analysis.
Element x y z (Å)
C -1.55795 -2.56826 0.01793  -0.63
C -0.16650 -2.95904 -0.78899  -0.37
C 0.92561 -1.78905 -0.69379  -0.43
H 1.57995 -2.08608 -1.46000  0.22
H 0.35528 -1.07131 -0.99418  0.21
C 1.37789 -1.97255 0.76368  -0.07
H 0.58239 -2.04831 1.66185  0.21
O 2.14888 -0.69850 0.88019  -0.60
C 3.28818 -0.50985 0.13434  -0.06
C 4.12407 0.63799 0.76377  -0.41
C 3.36488 2.19636 0.36546  -0.15
N 1.89988 2.07276 0.51380  -0.57
C 1.12547 1.87454 -0.50063  0.61
O 1.41656 2.47594 -1.48502  -0.59
C -0.31972 1.70225 -0.14181  0.04
C -1.24414 1.38314 -0.93323  -0.29
C -2.46587 0.89332 -0.80660  0.15
C -2.98192 0.94491 0.55065  0.02
C -1.98771 1.42217 1.46256  -0.15
C -0.81463 1.72757 1.41311  -0.19
H -0.20409 1.94516 2.03961  0.18
H -2.60450 1.36496 2.68628  0.22
N -4.29234 0.72721 0.87744  0.42
O -4.55057 0.34436 2.15018  -0.35
O -5.14568 0.79550 -0.27910  -0.42
C -3.27590 0.76316 -2.04704  -0.63
H -4.11537 1.32003 -2.16001  0.27
H -3.84546 -0.04393 -1.94002  0.25
H -2.83557 0.66243 -2.82872  0.19
H -0.74509 1.43137 -1.99231  0.23
H 1.75156 1.59975 1.40810  0.40
H 3.85524 2.80940 0.75394  0.15
H 3.57020 2.20110 -0.70775  0.21
H 5.09204 0.54375 0.39216  0.20
H 4.06366 0.54728 1.86620  0.20
H 3.13143 -0.17420 -0.79019  0.16
H 4.00211 -1.42491 0.13335  0.16
H 2.07722 -2.75162 1.07594  0.19
H 0.04106 -3.84947 -0.37131  0.19
H -0.65961 -2.97485 -1.74796  0.21
H -2.27411 -3.42732 -0.02814  0.21
H -2.14634 -1.57243 -0.24097  0.20
H -1.54053 -2.46476 1.02721  0.19


A single C15H22N2O4 molecule, computed with ωB97M-V/def2-TZVPD.

SMILES string = O=C([C@H](CO)NC(=O)[C@H]1C[C@@]2(C1)C[C@]21CC1)N1CCCO1
E_LUMO = 0.777 eV
strongest force on any atom = 0.0107 hartree/bohr
net charge = 0
relative energy (zero: lowest compared OMol25 entry of this formula, charge and spin) = 546.15 kJ/mol

Each line ends with the natural charge from an NBO analysis.
Element x y z (Å)
O -0.45862 1.22173 1.44158  -0.64
C 0.15363 0.26638 0.99295  0.68
N 0.25650 0.03290 -0.34011  -0.61
C -0.36517 0.90041 -1.31651  -0.18
C 0.57244 2.05958 -1.64763  -0.05
O -0.03658 2.84710 -2.65472  -0.72
C -0.61555 0.04762 -2.55636  0.70
O 0.16751 -0.82553 -2.87063  -0.60
N -1.79868 0.18369 -3.26238  -0.17
C -2.65287 -1.00373 -3.38280  -0.23
C -3.89798 -0.39066 -4.00121  -0.44
C -3.91906 1.00447 -3.36234  -0.07
O -2.66504 1.16129 -2.68863  -0.38
C 0.80770 -0.75847 1.88573  -0.29
C 1.48775 -0.21311 3.16773  -0.38
C 0.76004 -1.29408 3.96008  -0.04
C -0.17415 -1.56465 2.78663  -0.38
C 1.44388 -2.35090 4.80533  -0.40
C 0.51031 -1.36288 5.40211  -0.07
C 0.49987 -0.39927 6.52280  -0.40
C -0.65884 -1.36613 6.30230  -0.40
H 0.79785 -0.73897 -0.69547  0.42
H -1.29629 1.28891 -0.91343  0.26
H 0.74019 2.62744 -0.72842  0.18
H 1.52518 1.63908 -1.98997  0.16
H 0.54567 3.58022 -2.87149  0.47
H -2.16446 -1.74530 -4.00731  0.23
H -2.85063 -1.42582 -2.39216  0.19
H -3.77151 -0.31685 -5.07996  0.22
H -4.79943 -0.96282 -3.79223  0.22
H -4.04112 1.79719 -4.10211  0.18
H -4.68937 1.10443 -2.59879  0.19
H 1.46429 -1.42102 1.32092  0.20
H 2.57704 -0.22254 3.18606  0.21
H 1.11736 0.78780 3.39299  0.23
H -1.12826 -1.04490 2.88746  0.22
H -0.34489 -2.60480 2.51099  0.21
H 1.07609 -3.36682 4.70728  0.21
H 2.50922 -2.26163 4.98028  0.21
H 1.15145 -0.57056 7.36916  0.21
H 0.31797 0.64005 6.27912  0.21
H -1.59981 -0.95957 5.95527  0.21
H -0.74436 -2.19299 6.99638  0.21


A gas-phase ion, C15H22N3S (charge +1), computed with ωB97M-V/def2-TZVPD.

SMILES string = C=CCNC(=S)N1CC[NH+](Cc2ccccc2)CC1
E_LUMO = -2.555 eV
strongest force on any atom = 0.0186 hartree/bohr
net charge = +1
relative energy (zero: lowest compared OMol25 entry of this formula, charge and spin) = 0.00 kJ/mol

Each line ends with the natural charge from an NBO analysis.
Element x y z (Å)
C 5.92202 0.76746 1.20113  -0.38
C 5.66101 -0.45640 0.78476  -0.20
C 4.44264 -0.87505 0.00437  -0.27
N 3.74969 0.24846 -0.58579  -0.58
C 2.52632 0.69376 -0.27843  0.29
S 2.05673 2.22924 -0.66424  -0.20
N 1.66796 -0.22803 0.33766  -0.48
C 0.56633 0.30788 1.10718  -0.24
H 0.91123 1.19468 1.63981  0.27
C -0.62915 0.69698 0.23414  -0.28
N -1.05581 -0.45684 -0.59321  -0.34
H -1.34554 -1.20536 0.05020  0.43
C 0.08705 -0.95153 -1.39317  -0.25
H -0.23087 -1.80249 -1.99783  0.23
H 0.41193 -0.14298 -2.05315  0.24
C 1.24412 -1.35398 -0.46674  -0.23
H 2.07425 -1.71065 -1.07607  0.25
H 0.93050 -2.16404 0.20121  0.21
C -2.24424 -0.11987 -1.43202  -0.25
C -3.44787 0.12998 -0.56272  -0.01
C -4.05767 -0.93844 0.08809  -0.25
C -5.15597 -0.72395 0.90115  -0.19
C -5.65339 0.55853 1.06842  -0.18
C -5.05159 1.62509 0.42192  -0.19
C -3.94885 1.41382 -0.38829  -0.22
H -3.48553 2.24684 -0.89569  0.22
H -5.44072 2.62323 0.54530  0.23
H -6.51386 0.72402 1.69696  0.23
H -5.62758 -1.55772 1.39696  0.23
H -3.68930 -1.94556 -0.05702  0.21
H -2.43148 -0.96045 -2.10525  0.23
H -2.00124 0.76191 -2.02724  0.24
H -1.46609 1.02495 0.85136  0.25
H -0.32302 1.50998 -0.43077  0.26
H 0.27595 -0.44914 1.84347  0.21
H 4.35055 0.93213 -1.02996  0.43
H 4.75042 -1.56625 -0.79002  0.21
H 3.75541 -1.40013 0.67385  0.23
H 6.33597 -1.27089 1.00438  0.22
H 6.81267 0.98813 1.76120  0.22
H 5.26700 1.60270 1.01405  0.20


A single C15H22O3 molecule at a distorted geometry, computed with ωB97M-V/def2-TZVPD.

SMILES string = C=CCC1=C(CCCCCCCC)C(=O)OC1=O
E_LUMO = 0.081 eV
strongest force on any atom = 0.0822 hartree/bohr
net charge = 0
relative energy (zero: lowest compared OMol25 entry of this formula, charge and spin) = 413.61 kJ/mol

Each line ends with the natural charge from an NBO analysis.
Element x y z (Å)
C 1.54640 -1.95464 5.36314  -0.42
C 0.57014 -1.70661 4.46080  -0.15
C -0.12976 -0.33326 4.29058  -0.50
C -1.20379 -0.42437 3.21221  -0.06
C -1.19518 0.02615 1.94636  -0.06
C -0.08188 0.80340 1.26004  -0.45
C -0.37200 1.07367 -0.25704  -0.40
C 0.53684 2.19476 -0.84397  -0.41
C 1.78976 1.69980 -1.62562  -0.39
C 1.53716 0.51681 -2.60343  -0.40
C 0.45668 0.79381 -3.70339  -0.42
C -0.47731 -0.46085 -3.88684  -0.40
C -0.07693 -1.35251 -5.10601  -0.61
C -2.57188 -0.43186 1.41766  0.77
O -2.90000 -0.73336 0.35160  -0.49
O -3.40308 -0.43664 2.54704  -0.53
C -2.57105 -1.07914 3.48433  0.78
O -2.87846 -1.91246 4.22395  -0.49
H 1.42665 -2.82781 6.02198  0.22
H 2.40000 -1.25999 5.44663  0.20
H 0.25472 -2.52841 3.79310  0.21
H -0.60133 -0.11378 5.26790  0.25
H 0.59243 0.48054 4.07215  0.23
H 0.92813 0.38796 1.43668  0.23
H -0.08261 1.81505 1.72928  0.22
H -1.41288 1.46438 -0.28090  0.21
H -0.38967 0.13439 -0.83391  0.22
H 0.92509 2.76776 0.03009  0.20
H -0.05638 2.93709 -1.41492  0.21
H 2.19887 2.53799 -2.23384  0.20
H 2.60302 1.41528 -0.92826  0.20
H 1.24962 -0.38380 -2.02178  0.19
H 2.50469 0.27076 -3.08648  0.21
H 1.00684 0.87940 -4.66529  0.20
H -0.11414 1.72619 -3.55447  0.21
H -0.52455 -1.09632 -2.98349  0.20
H -1.50418 -0.09228 -4.10041  0.20
H 0.30537 -0.76974 -5.96395  0.20
H 0.68737 -2.10590 -4.83217  0.20
H -0.97274 -1.92141 -5.42936  0.21


A molecular structure, C15H22O5 at a distorted geometry, computed with ωB97M-V/def2-TZVPD.

E_LUMO = 0.500 eV
strongest force on any atom = 0.2958 hartree/bohr
net charge = 0
relative energy (zero: lowest compared OMol25 entry of this formula, charge and spin) = 1778.81 kJ/mol

Each line ends with the natural charge from an NBO analysis.
Element x y z (Å)
C 1.22800 -5.74319 -3.08307  -0.27
H 0.59088 -5.85356 -2.24628  0.19
O 2.08712 -4.49979 -2.78657  -0.52
C 1.54078 -3.51890 -2.17468  0.39
O 1.06800 -3.86519 -0.95879  -0.55
C 1.72598 -4.15998 0.14210  -0.18
H 2.46257 -4.98073 -0.00504  0.15
H 2.22779 -3.05453 0.28050  0.16
H 1.13948 -4.41672 0.80840  0.16
C 0.51056 -2.86984 -3.08902  -0.44
C 0.16749 -1.44925 -2.88292  0.06
C -0.35923 -1.13311 -1.63767  0.04
H -0.60629 -1.93196 -0.79219  0.19
C -0.09424 0.11594 -0.68745  0.06
O 1.09889 -0.25439 0.20850  -0.76
H 0.97412 0.26421 0.97463  0.47
C -1.16754 0.61224 0.24597  -0.05
O -0.78442 1.65279 0.92087  -0.56
C -1.82398 2.50784 1.56298  -0.08
C -1.34346 3.44106 2.41791  -0.07
C 0.04894 4.11263 2.00198  -0.14
C 0.30189 5.03364 2.74035  -0.25
C -0.36804 5.65711 3.82854  -0.17
C -1.60561 4.93884 4.24809  -0.20
C -1.86329 4.15435 3.27524  -0.19
H -2.89870 3.60380 3.80912  0.14
H -1.90007 5.37789 5.22357  0.25
H 0.03950 6.58171 4.35107  0.22
H 1.34658 5.50545 2.55710  0.20
H 0.48014 3.71507 1.29367  0.20
H -2.60294 2.79903 0.83572  0.22
H -2.13930 1.65021 2.23036  0.20
H -2.02663 1.01208 -0.64187  0.13
H -1.56122 -0.16534 0.80208  0.17
H 0.42597 0.82181 -1.29339  0.19
O -1.16044 -0.83401 -2.81739  -0.48
H 1.18770 -0.66235 -3.12416  0.17
H -0.68108 -3.54105 -2.94995  0.20
H 0.80128 -2.94815 -4.20213  0.23
H 2.20686 -2.96536 -2.11850  0.13
H 0.64208 -5.55086 -3.88313  0.17
H 1.75545 -6.80147 -3.35324  0.20